Entry from the Open Molecules 2025 dataset: C3H2O2S in the gas phase at a distorted geometry (wB97M-V/def2-TZVPD).

```
8
Properties=species:S:1:pos:R:3:forces:R:3:nbo_charge:R:1
O 1.0350 2.2891 -0.0502 0.46 0.02 0.18 -0.471
C 1.2553 1.1413 0.0963 1.09 -0.99 -1.20 0.514
C 0.2552 -0.0042 0.2083 0.47 -0.58 1.32 -0.628
S 1.5725 -1.3335 -0.0574 -0.77 0.14 -0.24 0.215
C 2.7008 0.0367 0.0097 -2.31 3.00 0.34 0.337
O 3.8376 0.3253 0.0192 0.20 -0.97 -0.10 -0.481
H 0.1429 0.0251 1.3251 -0.76 -0.41 -0.88 0.247
H -0.7356 0.0306 -0.3515 1.62 -0.21 0.58 0.268
```
Positions in Å, forces in eV/Å.

Results
**Total energy**: -18071.91129 eV
**E_HOMO**: -9.3 eV
**Strongest force on any atom**: 3.803 eV/Å
**Energy above the lowest of the compared OMol25 structures with the same formula, charge and spin**: 22.27 kcal/mol
**LUMO**: -0.0028 Eh
**SMILES**: O=C1CSC1=O
**Frontier orbital gap**: 9.19 eV

Entry from the Open Molecules 2025 dataset: a molecular structure, C23H24IrNO5Se4Si (wB97M-V/def2-TZVPD).

```
59
Properties=species:S:1:pos:R:3:forces:R:3:lowdin_spin:R:1
Ir -0.6991 -0.2788 -2.4565 0.49 -0.15 -0.04 1.325
O -3.5738 -0.5251 1.0609 0.08 0.26 0.04 0.003
C -3.2762 -0.5432 -0.2469 -0.33 -0.09 0.16 0.005
O -3.5564 0.3386 -1.0135 0.27 0.14 0.09 0.016
C -2.7278 -1.8589 -0.6917 0.13 -0.07 0.02 0.037
C -3.1753 -3.0340 -0.1519 0.01 0.05 -0.11 0.109
C -2.8452 -4.2549 -0.8040 -0.02 0.10 -0.01 0.069
C -2.1967 -4.2178 -1.9984 0.04 0.09 0.00 0.048
C -1.7783 -2.9691 -2.5267 0.02 -0.08 0.05 0.163
N -1.9291 -1.8170 -1.7739 -0.06 -0.10 -0.02 0.252
C -1.2471 -2.7018 -3.7980 0.05 0.05 -0.25 0.163
O -1.0959 -3.6300 -4.7665 0.01 0.29 0.24 0.051
O -0.8924 -1.5159 -4.0985 0.10 -0.36 -0.22 0.138
H -3.9595 0.3481 1.2513 0.05 -0.19 -0.03 0.000
H -3.8069 -3.0134 0.7196 -0.04 0.00 0.07 0.006
H -3.1612 -5.1962 -0.3820 -0.01 -0.07 0.04 0.002
H -1.9928 -5.1354 -2.5333 0.02 -0.05 -0.04 0.001
H -1.4935 -4.4680 -4.4998 0.00 0.10 0.03 0.000
Se 0.1982 1.4707 -3.8171 -0.22 -0.16 0.13 0.232
Se 1.5967 0.3309 -5.2576 0.01 -0.10 -0.06 0.156
Se 2.8217 -1.1646 -3.9140 0.19 0.09 -0.03 0.398
Se 1.7050 -1.5569 -2.0362 -0.39 0.14 -0.11 0.637
C 0.4541 3.5129 2.0684 0.05 -0.04 0.02 0.001
C -0.4122 2.7406 1.0750 -0.04 -0.02 -0.12 0.004
C -1.7807 2.4674 1.7000 0.09 -0.07 0.11 0.000
C -0.6154 3.6107 -0.1712 0.00 -0.09 -0.04 0.001
Si 0.3912 1.1108 0.5329 0.26 -0.16 0.03 0.015
O -0.4684 0.4943 -0.6999 -0.55 0.22 0.14 0.128
C 2.1925 1.3793 0.0498 -0.14 0.05 -0.03 0.011
C 2.5218 2.0959 -1.1035 -0.07 0.04 -0.02 0.009
C 3.8357 2.2602 -1.5056 0.03 0.01 -0.06 0.000
C 4.8626 1.7110 -0.7533 0.04 0.00 0.01 0.003
C 4.5633 1.0055 0.4002 0.04 -0.01 -0.01 0.000
C 3.2428 0.8416 0.7912 0.01 -0.09 0.07 0.007
C 0.3890 -0.2116 1.8786 0.00 0.14 -0.04 0.002
C 0.1220 -1.5284 1.5109 -0.01 -0.02 -0.05 -0.001
C 0.1385 -2.5632 2.4316 -0.01 -0.04 0.04 0.000
C 0.4287 -2.2990 3.7594 0.00 -0.05 0.04 0.000
C 0.7114 -1.0000 4.1508 0.03 -0.02 0.09 0.000
C 0.6965 0.0247 3.2193 -0.04 0.10 -0.01 0.000
H 0.0299 4.5054 2.2301 -0.06 0.12 0.02 0.000
H 1.4732 3.6431 1.7065 0.10 0.02 -0.03 0.000
H 0.4983 3.0255 3.0404 0.03 -0.06 0.09 0.000
H -2.2328 3.4022 2.0348 -0.06 0.14 0.02 0.000
H -1.7020 1.8089 2.5665 -0.03 -0.07 0.04 0.000
H -2.4520 2.0167 0.9731 -0.10 -0.08 -0.14 0.000
H -1.1529 4.5224 0.0963 -0.06 0.10 0.05 0.000
H -1.1985 3.0915 -0.9327 -0.04 -0.04 -0.05 0.000
H 0.3340 3.9116 -0.6097 0.12 0.05 -0.06 0.000
H 1.7368 2.5150 -1.7172 -0.02 0.04 -0.01 0.007
H 4.0585 2.8111 -2.4093 0.01 0.03 -0.06 0.000
H 5.8904 1.8321 -1.0653 0.07 0.01 -0.02 0.000
H 5.3578 0.5729 0.9913 0.06 -0.03 0.05 0.000
H 3.0310 0.2657 1.6818 -0.02 -0.04 0.08 0.000
H -0.1014 -1.7507 0.4785 -0.11 -0.05 -0.18 -0.001
H -0.0789 -3.5731 2.1129 -0.01 -0.08 -0.03 0.000
H 0.4396 -3.1000 4.4857 0.00 -0.04 0.03 0.000
H 0.9471 -0.7857 5.1847 0.01 0.01 0.03 0.000
H 0.9343 1.0253 3.5518 0.01 0.09 0.03 0.000
```
Positions in Å, forces in eV/Å.

Results
**⟨S²⟩**: 6.028
**Total energy**: -308072.03132 eV
**E_HOMO (spin up / spin down)**: -6.6 / -8.1 eV
**Strongest force on any atom**: 0.606 eV/Å
**2S+1**: 5
**Energy above the lowest of the compared OMol25 structures with the same formula, charge and spin**: 0.00 kcal/mol
**LUMO (spin up / spin down)**: -0.0156 / -0.0820 Eh
**Frontier orbital gap (spin up / spin down)**: 6.18 / 5.88 eV

Entry from the Open Molecules 2025 dataset: a molecular structure, C48H43AsN3O3PPtS2 at a distorted geometry (wB97M-V/def2-TZVPD).

```
102
Properties=species:S:1:pos:R:3:forces:R:3:mulliken_charge:R:1
Pt -0.8969 -2.7893 -0.6830 0.45 -2.05 -0.30 1.305
C -3.3915 -6.8602 -2.7697 -0.02 0.02 -0.13 -0.799
S -1.6271 -6.9344 -2.4392 0.08 -0.35 0.10 0.114
C -1.3677 -5.5170 -1.5561 0.05 0.04 -0.08 0.550
S -2.5070 -4.3141 -1.3381 -0.03 0.33 -0.20 -0.436
N -0.1273 -5.4884 -0.9340 0.12 -0.24 -0.07 -1.259
N 0.0940 -4.4051 -0.3077 -0.41 -0.31 1.30 0.979
C 1.0852 -4.4605 0.6827 0.41 0.19 -0.31 -0.532
C 1.0698 -3.4764 1.6118 0.04 -0.45 0.01 0.583
C 1.9029 -3.4322 2.8220 -0.32 0.11 0.03 -1.401
C 1.8831 -2.3104 3.5458 0.07 0.07 -0.18 -1.083
C 1.1909 -1.0694 2.9906 0.34 -0.45 0.10 1.873
C -0.0166 -1.5530 2.2480 -0.16 0.63 0.33 -1.353
N 0.0065 -2.5876 1.5236 0.05 -0.33 -0.48 -0.457
H -3.6874 -7.8854 -2.9872 0.01 0.03 -0.02 0.399
H -3.9240 -6.5037 -1.8888 0.00 -0.08 -0.01 0.387
H -3.5983 -6.2215 -3.6272 -0.01 0.03 0.11 0.212
H 1.7262 -5.3306 0.7186 0.01 0.03 -0.14 0.536
H 2.4326 -4.3243 3.1353 -0.04 0.07 -0.02 0.516
H 2.3874 -2.2429 4.5039 0.00 0.05 -0.11 0.642
H 0.9486 -0.3512 3.7688 -0.18 -0.11 0.03 -0.525
H -0.9780 -1.0547 2.3609 0.24 -0.14 -0.15 1.004
O -0.1449 -2.6702 -3.0288 0.08 0.11 -0.29 -0.316
C -0.9060 -1.6893 -3.7682 -0.01 0.33 -0.06 2.516
C -1.6920 -0.8428 -2.7522 0.19 -0.04 0.28 0.500
O -2.2557 0.1682 -3.0706 -0.25 0.06 -0.03 -0.656
O -1.7056 -1.2735 -1.5035 -1.08 1.99 0.30 -0.858
C -1.9290 -2.3957 -4.6617 0.21 -0.30 -0.06 -0.663
C -1.9727 -3.7823 -4.7185 0.08 -0.16 -0.02 -0.295
C -2.8770 -4.4267 -5.5595 0.06 0.00 0.10 -1.141
C -3.7414 -3.6882 -6.3474 -0.03 0.05 0.01 -0.633
C -3.6823 -2.3000 -6.3088 -0.06 0.04 0.03 -0.994
C -2.7841 -1.6566 -5.4731 -0.08 0.13 0.05 -0.331
C 0.0648 -0.8461 -4.6116 0.14 -0.24 -0.13 -0.201
C -0.0290 0.5250 -4.8301 0.04 -0.02 0.07 -0.346
C 0.8960 1.1676 -5.6474 -0.03 -0.06 0.02 -0.885
C 1.9185 0.4626 -6.2622 -0.02 0.03 0.01 -0.582
C 2.0043 -0.9087 -6.0734 0.00 -0.07 0.07 -1.054
C 1.0856 -1.5527 -5.2577 -0.01 -0.02 -0.11 -0.191
H 0.7852 -2.4518 -3.1590 0.11 0.03 -0.04 0.320
H -1.2715 -4.3578 -4.1239 -0.10 0.01 -0.12 0.668
H -2.9016 -5.5108 -5.6086 0.08 0.08 -0.03 0.609
H -4.4588 -4.1863 -6.9867 0.05 0.02 -0.03 0.431
H -4.3462 -1.7133 -6.9317 0.03 -0.02 0.03 0.435
H -2.7586 -0.5746 -5.4375 0.02 -0.03 -0.03 0.458
H -0.8150 1.0967 -4.3644 -0.05 0.02 0.01 0.635
H 0.8046 2.2356 -5.8067 0.00 -0.04 0.01 0.515
H 2.6362 0.9728 -6.8922 -0.05 -0.02 -0.02 0.439
H 2.7709 -1.4842 -6.5777 -0.02 0.03 0.05 0.434
H 1.1395 -2.6332 -5.1676 -0.01 0.01 -0.04 0.459
C -0.9523 1.2763 1.7148 0.11 0.35 -0.06 -0.575
C -0.8015 2.7367 2.1240 0.03 -0.14 -0.12 -0.813
As -1.7189 3.0152 3.8560 -0.25 0.05 0.19 0.261
C -0.8061 4.6613 4.3529 0.01 0.07 -0.01 0.286
C -0.5410 4.9075 5.6979 0.09 0.07 0.01 -0.268
C 0.1133 6.0706 6.0824 -0.10 -0.04 0.02 -0.661
C 0.4836 7.0097 5.1283 0.01 0.01 0.03 -0.469
C 0.2032 6.7813 3.7905 -0.10 -0.04 -0.08 -0.700
C -0.4513 5.6149 3.4036 0.13 0.03 0.02 -0.133
C -0.5480 1.7857 4.8464 0.25 0.00 -0.06 -0.052
C -1.1020 0.6889 5.4989 0.12 -0.08 0.00 -0.534
C -0.2890 -0.2158 6.1854 -0.03 0.01 -0.02 -0.670
C 1.0854 -0.0258 6.2243 0.00 0.06 0.04 -0.597
C 1.6520 1.0709 5.5749 -0.04 0.07 0.05 -0.901
C 0.8393 1.9674 4.8894 -0.01 -0.11 0.08 0.068
P 0.1181 0.5869 0.3331 0.17 0.25 0.03 0.818
C 1.6870 0.8322 1.2692 -0.08 0.35 -0.34 0.236
C 2.3941 2.0206 1.2667 0.08 -0.09 -0.11 -0.727
C 3.5298 2.1880 2.0513 0.10 -0.27 0.13 -0.436
C 4.0874 1.1236 2.8101 -0.05 0.29 -0.23 -1.197
C 3.4775 -0.0776 2.7683 -0.03 -0.16 -0.05 -0.495
C 2.2281 -0.3249 2.0106 -0.02 -0.02 0.76 0.697
C 0.1696 1.8477 -0.9736 -0.02 0.06 0.04 0.881
C -0.9660 2.6011 -1.2666 -0.03 0.08 0.02 -0.625
C -0.9274 3.5572 -2.2739 -0.02 -0.14 -0.05 -1.048
C 0.2309 3.7414 -3.0174 -0.03 -0.06 0.06 -0.515
C 1.3398 2.9366 -2.7859 -0.02 0.07 0.06 -1.092
C 1.3039 1.9855 -1.7793 0.02 -0.05 0.13 -0.295
H -1.9800 1.0530 1.4243 -0.09 -0.06 0.03 0.592
H -0.7112 0.6491 2.5779 -0.17 0.37 -0.14 -0.523
H -1.2399 3.4084 1.3910 0.00 0.02 -0.07 0.712
H 0.2353 3.0329 2.2817 0.04 -0.05 -0.11 0.340
H -0.8410 4.1883 6.4514 0.04 -0.01 0.03 0.427
H 0.3230 6.2497 7.1299 -0.03 0.00 -0.04 0.404
H 0.9713 7.9278 5.4310 0.03 -0.06 -0.01 0.398
H 0.4832 7.5157 3.0448 -0.04 -0.02 0.03 0.405
H -0.6835 5.4622 2.3558 0.04 0.02 0.00 0.370
H -2.1765 0.5467 5.4880 0.00 -0.02 0.02 0.491
H -0.7353 -1.0552 6.7059 0.01 0.04 -0.02 0.493
H 1.7132 -0.7174 6.7754 -0.03 0.05 0.01 0.594
H 2.7239 1.2379 5.6257 -0.09 0.00 0.04 0.554
H 1.2809 2.8378 4.4142 -0.01 0.01 0.03 0.618
H 2.0492 2.8476 0.6645 -0.09 0.07 -0.02 0.558
H 4.0054 3.1645 2.0817 -0.04 -0.07 0.02 0.484
H 4.9875 1.2709 3.3928 -0.03 0.05 -0.06 0.518
H 3.9127 -0.9134 3.2993 -0.04 -0.04 0.04 0.719
H 2.4561 -1.1007 1.2658 0.08 0.02 -0.19 0.323
H -1.8950 2.4326 -0.7331 0.06 0.06 0.04 0.533
H -1.8128 4.1415 -2.4905 0.04 -0.01 0.02 0.487
H 0.2594 4.4919 -3.7960 0.00 0.01 0.00 0.466
H 2.2299 3.0496 -3.3915 -0.02 -0.03 0.01 0.484
H 2.1653 1.3436 -1.6229 0.03 0.04 0.01 0.579
```
Positions in Å, forces in eV/Å.

Results
**Total energy**: -156112.32117 eV
**E_HOMO**: -12.6 eV
**Strongest force on any atom**: 2.283 eV/Å
**Energy above the lowest of the compared OMol25 structures with the same formula, charge and spin**: 99.95 kcal/mol
**Total charge**: +2
**LUMO**: -0.2914 Eh
**Frontier orbital gap**: 4.67 eV

Entry from the Open Molecules 2025 dataset: C4H8O2 in the gas phase (wB97M-V/def2-TZVPD).

```
14
Properties=species:S:1:pos:R:3:forces:R:3:nbo_charge:R:1
C -1.4564 -1.0160 -0.0137 -0.09 -0.06 -0.04 -0.607
C -0.6824 0.1242 -0.6742 0.25 -0.07 0.00 -0.407
C 0.4191 0.7686 0.1892 -0.25 -0.12 -0.20 -0.010
O 0.1802 0.6196 1.5599 0.24 0.20 0.05 -0.706
C 1.7937 0.2394 -0.1553 0.45 0.03 0.40 0.424
O 2.6382 0.0486 0.6913 -0.48 -0.02 -0.44 -0.533
H -2.2264 -1.3606 -0.7127 0.16 -0.07 0.11 0.209
H -1.9671 -0.7056 0.9030 0.20 0.10 -0.18 0.224
H -0.8174 -1.8639 0.2467 -0.01 0.09 -0.07 0.208
H -1.3828 0.8842 -1.0133 -0.05 0.10 0.10 0.210
H -0.1686 -0.2273 -1.5790 -0.29 -0.08 -0.02 0.197
H 0.4773 1.8370 -0.0972 0.02 -0.08 0.08 0.185
H 1.0638 0.5268 1.9556 -0.18 -0.03 0.13 0.488
H 2.0068 0.0868 -1.2319 0.03 0.01 0.08 0.117
```
Positions in Å, forces in eV/Å.

Results
**Total energy**: -8372.12499 eV
**E_HOMO**: -10.2 eV
**Strongest force on any atom**: 0.650 eV/Å
**Energy above the lowest of the compared OMol25 structures with the same formula, charge and spin**: 26.68 kcal/mol
**LUMO**: 0.0263 Eh
**SMILES**: CC[C@@H](O)C=O
**Frontier orbital gap**: 10.94 eV

Entry from the Open Molecules 2025 dataset: a gas-phase ion, C23H24N2P (charge +1) at a distorted geometry (wB97M-V/def2-TZVPD).

```
50
Properties=species:S:1:pos:R:3:forces:R:3:nbo_charge:R:1
C -2.2448 -4.5255 -1.1181 0.16 0.36 0.21 -0.160
C -1.3679 -4.4738 -0.0248 -0.05 0.00 -0.09 -0.203
C -0.7582 -3.2716 0.3457 -0.06 0.19 -0.19 -0.193
C -1.0294 -2.0924 -0.3766 -0.25 -0.83 0.58 -0.327
P -0.1166 -0.5627 -0.0516 0.13 0.25 -2.00 1.566
C 1.3721 -0.6908 -1.0773 0.33 -0.04 -0.07 -0.448
C 2.3365 0.3326 -1.0509 0.07 -0.14 -0.15 -0.169
C 3.4843 0.2225 -1.8404 -0.14 -0.04 -0.01 -0.196
C 3.6514 -0.8660 -2.7072 -0.32 -0.03 0.32 -0.155
C 2.6774 -1.8680 -2.7550 0.05 0.13 0.06 -0.220
C 1.5584 -1.7986 -1.9280 -0.21 0.22 0.17 -0.108
C -1.1646 0.7404 -0.7581 -0.52 0.14 -0.06 -0.428
C -2.3025 1.1655 -0.0405 0.12 0.12 -0.18 -0.191
C -3.0749 2.2249 -0.5234 0.08 -0.23 -0.01 -0.201
C -2.7722 2.8129 -1.7584 0.24 -0.18 0.13 -0.162
C -1.7192 2.3071 -2.5255 -0.07 -0.12 0.08 -0.219
C -0.9245 1.2624 -2.0398 0.11 0.10 0.27 -0.121
C 0.3426 -0.0197 1.6630 -0.31 -1.14 0.59 -0.631
C 1.6688 -0.4911 2.1144 1.85 -1.42 0.99 0.267
N 2.6857 -0.8647 2.5625 -2.50 0.96 -1.34 -0.244
C -1.9108 -2.1551 -1.4764 0.14 0.31 0.09 -0.207
C -2.5134 -3.3589 -1.8416 0.16 -0.05 0.17 -0.191
H -2.7240 -5.4657 -1.4014 0.21 0.32 0.13 0.239
H -1.1550 -5.3860 0.5364 -0.04 0.34 -0.15 0.240
H -0.0499 -3.2423 1.1777 -0.25 -0.13 -0.19 0.230
H 2.1831 1.2261 -0.4369 0.19 -0.40 -0.19 0.220
H 4.2514 0.9951 -1.7801 -0.26 -0.19 -0.07 0.237
H 4.5396 -0.9421 -3.3348 -0.25 0.07 0.19 0.238
H 2.7816 -2.7146 -3.4353 0.04 0.26 0.23 0.236
H 0.8111 -2.5951 -1.9548 0.32 0.25 -0.02 0.222
H -2.5925 0.6550 0.8870 0.17 0.36 -0.26 0.224
H -3.9174 2.5881 0.0678 0.23 -0.15 -0.23 0.238
H -3.3622 3.6581 -2.1219 0.19 -0.35 0.11 0.239
H -1.5064 2.7242 -3.5109 -0.08 -0.13 0.30 0.238
H -0.1237 0.8481 -2.6591 -0.16 0.29 0.27 0.229
H -0.4364 -0.4679 2.3164 0.47 0.19 -0.10 0.298
H -2.1082 -1.2589 -2.0686 -0.01 -0.28 0.23 0.237
H -3.1934 -3.3826 -2.6968 0.26 0.02 0.31 0.238
C 2.0475 2.5033 3.3490 0.05 0.30 -0.31 -0.412
N 0.7409 1.8901 3.1914 -0.14 -1.05 -0.17 -0.462
C -0.2835 2.5961 3.9319 -0.30 0.23 -0.38 -0.402
C 0.3350 1.4907 1.8367 0.31 2.16 0.52 -0.202
H 2.1118 2.8601 4.3863 0.24 -0.16 -0.42 0.217
H 2.8634 1.7974 3.1629 -0.18 0.11 0.02 0.217
H 2.1535 3.3723 2.6698 0.16 -0.10 0.22 0.168
H 0.1521 2.9605 4.8702 -0.36 -0.13 -0.24 0.220
H -0.6525 3.4545 3.3349 -0.05 -0.03 0.43 0.169
H -1.1289 1.9345 4.1528 0.09 0.15 0.04 0.197
H -0.6566 1.9329 1.6270 0.47 -0.42 0.00 0.228
H 1.0416 1.9388 1.1106 -0.34 -0.12 0.17 0.199
```
Positions in Å, forces in eV/Å.

Results
**Total energy**: -36502.50511 eV
**E_HOMO**: -11.3 eV
**Strongest force on any atom**: 2.995 eV/Å
**Total charge**: +1
**LUMO**: -0.1058 Eh
**Frontier orbital gap**: 8.46 eV

Entry from the Open Molecules 2025 dataset: C4H5NO2 in the gas phase (wB97M-V/def2-TZVPD).

```
12
Properties=species:S:1:pos:R:3:forces:R:3:nbo_charge:R:1
O 2.7787 -0.2334 -0.2973 -0.53 -0.04 -0.11 -0.494
C 1.5837 -0.2120 -0.4562 0.28 0.02 0.10 0.408
C 0.6502 0.4114 0.5314 0.24 0.05 0.11 -0.166
C -0.5136 1.1706 -0.0660 -0.14 0.22 -0.14 -0.207
N -0.7136 -0.0369 0.6551 -0.16 -0.12 -0.02 -0.421
C -1.3329 -1.1865 0.1945 -0.16 0.00 -0.22 0.529
O -2.3068 -1.1833 -0.5184 0.39 -0.01 0.24 -0.551
H 1.1069 -0.6156 -1.3775 0.03 -0.02 0.13 0.116
H 1.1227 0.7677 1.4433 -0.04 -0.02 -0.14 0.229
H -0.6350 1.1339 -1.1494 0.01 -0.03 0.19 0.212
H -0.8457 2.0868 0.4136 0.10 -0.12 -0.05 0.220
H -0.8947 -2.1027 0.6269 -0.02 0.07 -0.09 0.125
```
Positions in Å, forces in eV/Å.

Results
**Total energy**: -9812.41889 eV
**E_HOMO**: -10.2 eV
**Strongest force on any atom**: 0.547 eV/Å
**Energy above the lowest of the compared OMol25 structures with the same formula, charge and spin**: 43.72 kcal/mol
**LUMO**: 0.0210 Eh
**SMILES**: O=C[C@H]1CN1C=O
**Frontier orbital gap**: 10.80 eV